[1]
Here is a cluster of 2 separate species, C9H10F3NO in total at a distorted geometry from the Open Molecules 2025 dataset. Energies are from wB97M-V/def2-TZVPD.

Results
multiplicity: 3
orbital gap (spin up / spin down): 6.6 / 7.5 eV
lowest unoccupied orbital energy (spin up / spin down): 0.733 / -1.959 eV
total charge: 0

Geometry (Å):
C 2.8857 -1.7841 0.0319
C 2.5109 -1.1794 -1.1732
C 2.1361 -1.6183 1.1772
C 1.2769 -0.4369 -1.1763
C 0.9951 -0.8957 1.2141
C 0.5801 -0.2671 -0.0105
C -0.9772 2.4109 1.0528
C -1.4769 0.6012 -0.2316
C -2.4051 -0.6068 -0.0776
N -1.5238 1.2692 -1.5132
O -1.7362 1.2887 0.8814
F -2.2969 -1.1342 1.1069
F -3.7477 -0.3089 -0.1633
F -2.2373 -1.6113 -0.9880
H 3.8725 -2.2543 0.1713
H 3.1145 -1.1761 -2.0544
H 2.3434 -2.0834 2.1324
H 0.8361 -0.2090 -2.2178
H 0.3915 -0.6344 2.0743
H 0.0590 2.1736 1.0229
H -1.2166 2.9219 2.0725
H -1.3740 3.1932 0.4045
H -0.5435 1.7962 -1.5557
H -1.4668 0.5447 -2.1806

Results of the Mulliken charge analysis, in e, for atoms 1 through 6: -0.438, -0.497, -0.382, -0.302, -0.401, 0.510


[2]
Here is an isolated molecule of CH3NO3 at a distorted geometry from the Open Molecules 2025 dataset. Energies are from wB97M-V/def2-TZVPD.

Results
multiplicity: 3
orbital gap (spin up / spin down): 6.6 / 7.2 eV
lowest unoccupied orbital energy (spin up / spin down): 0.541 / -3.341 eV
total charge: 0

Geometry (Å):
C 0.6859 -0.0495 0.0568
N 1.7248 -0.7174 -0.1960
O -1.5924 0.5555 -0.4499
O 0.5250 0.6892 1.1575
O -0.3924 -0.1535 -0.8510
H -0.2944 1.1067 1.3658
H 1.5406 -1.2738 -1.0489
H -2.1971 -0.1571 -0.0342

Results of the Mulliken charge analysis, in e, for atoms 1 through 6: 0.675, -0.547, -0.536, -0.428, -0.173, 0.354


[3]
Here is a cluster of 3 separate species, C37H56BrFO3 in total at a distorted geometry from the Open Molecules 2025 dataset. Energies are from wB97M-V/def2-TZVPD.

Results
orbital gap: 9.6 eV
lowest unoccupied orbital energy: 0.528 eV
total charge: 0
structure (SMILES): C=C[C@]1(CCCCCOCC)C(=O)O[C@](C[C@H](C)Br)([C@@H](C)CCC)[C@]1(C)C[C@@H](C)F.c1ccccc1.c1ccccc1

Geometry (Å):
C 3.5186 0.7381 1.8865
C 2.2705 1.1646 1.5920
C 1.6352 0.9311 0.2150
C 2.6794 1.5030 -0.8012
C 2.1199 2.1284 -2.1032
C 2.0748 3.6649 -2.0582
C 0.8151 4.2395 -2.7348
C 0.9260 4.1734 -4.2627
O 0.0563 3.1877 -4.7913
C 0.5571 2.5204 -5.9348
C 1.0541 1.1005 -5.6314
C 0.3774 1.8000 0.1133
O 0.2097 2.9770 0.3460
O -0.6310 1.0189 -0.3547
C -0.4796 -0.3471 0.0858
C -1.3177 -1.1704 -0.9367
C -2.3543 -0.3721 -1.7314
C -3.4278 -1.3344 -2.2395
Br -1.5570 0.4466 -3.3126
C -1.1409 -0.5801 1.4696
C -0.4497 0.0626 2.6788
C -2.6238 -0.1599 1.5311
C -2.8906 1.3689 1.5623
C -3.4501 1.8667 2.9203
C 1.0738 -0.5159 -0.0251
C 1.5025 -0.9351 -1.4519
C 1.7214 -1.6036 0.8677
C 0.9849 -2.9418 0.8680
C 1.8708 -4.0842 0.3871
F 0.5541 -3.2630 2.1630
H 3.7919 0.3328 2.8536
H 4.3077 0.7576 1.1413
H 1.7240 1.6582 2.3846
H 3.1782 2.3151 -0.2792
H 3.4652 0.7856 -1.0161
H 2.8355 1.8526 -2.8802
H 1.1667 1.7004 -2.4088
H 2.1326 4.0484 -1.0408
H 2.9588 4.0554 -2.5670
H -0.0213 3.6368 -2.3864
H 0.6914 5.2617 -2.3841
H 0.7145 5.1646 -4.6767
H 1.9558 3.9231 -4.5278
H -0.2649 2.4638 -6.6485
H 1.3447 3.0933 -6.4262
H 0.6056 0.4088 -6.3434
H 0.7455 0.7816 -4.6404
H 2.1319 1.0253 -5.7563
H -1.8848 -1.9271 -0.3976
H -0.7225 -1.7077 -1.6672
H -2.8595 0.3678 -1.1241
H -2.9898 -2.1097 -2.8653
H -3.8731 -1.8538 -1.3868
H -4.2246 -0.8140 -2.7613
H -1.1212 -1.6572 1.6312
H -0.1855 1.1012 2.5133
H 0.3862 -0.5115 3.0614
H -1.1801 0.0935 3.4883
H -3.2376 -0.6494 0.7775
H -2.9780 -0.5448 2.4872
H -3.6581 1.5675 0.8173
H -1.9986 1.9437 1.3566
H -4.4010 2.3795 2.8033
H -2.7566 2.5886 3.3526
H -3.5480 1.0680 3.6528
H 2.5790 -1.0215 -1.5272
H 1.0967 -1.9291 -1.6399
H 1.0835 -0.2983 -2.2265
H 1.8592 -1.2779 1.8910
H 2.7213 -1.7918 0.4817
H 0.1018 -2.9426 0.2289
H 2.0347 -3.9350 -0.6799
H 2.8320 -4.0061 0.8908
H 1.3861 -5.0428 0.5424
C -1.0905 -9.0601 0.0240
C -2.0315 -8.8972 -0.9831
C -2.6556 -7.6700 -1.1588
C -2.3410 -6.6063 -0.3246
C -1.4052 -6.7714 0.6873
C -0.7787 -7.9976 0.8610
H -0.6002 -10.0158 0.1572
H -2.2786 -9.7274 -1.6321
H -3.3876 -7.5427 -1.9460
H -2.8262 -5.6482 -0.4627
H -1.1635 -5.9423 1.3416
H -0.0477 -8.1252 1.6490
C -0.3412 5.2329 5.4854
C -0.6243 5.1588 4.1282
C 0.3014 4.5946 3.2603
C 1.5051 4.1109 3.7451
C 1.7919 4.1871 5.1018
C 0.8671 4.7484 5.9715
H -1.0624 5.6668 6.1663
H -1.5645 5.5370 3.7477
H 0.0904 4.5313 2.2005
H 2.2176 3.6769 3.0554
H 2.7339 3.8110 5.4803
H 1.0871 4.8092 7.0297

Results of the Mulliken charge analysis, in e, for atoms 1 through 6: -1.468, -1.272, 3.154, -2.507, 0.116, -1.584


[4]
Here is a structure of composition C7H14 from the Open Molecules 2025 dataset. Energies are from wB97M-V/def2-TZVPD.

Results
orbital gap (spin up / spin down): 7.6 / 7.6 eV
lowest unoccupied orbital energy (spin up / spin down): 0.329 / 0.321 eV
total charge: 0

Geometry (Å):
C 2.3814 -0.1378 -0.1441
C 1.1023 -0.5650 -0.5827
C -0.0744 -1.4296 0.1175
C -1.1604 -0.5241 -0.4796
C -2.4499 -0.2769 0.2827
C -0.0001 0.4671 -0.4219
C 0.0207 1.3554 0.7938
H 1.9170 1.3526 -1.1040
H 2.5034 0.2463 0.8690
H 3.2801 -0.5450 -0.6019
H 1.1372 -0.9174 -1.6190
H -0.0238 -2.4579 -0.2427
H -0.0562 -1.4104 1.2068
H -1.3748 -0.8277 -1.5106
H -2.2642 -0.0474 1.3369
H -3.0136 0.5584 -0.1503
H -3.0949 -1.1615 0.2473
H 1.1207 1.5523 -1.3226
H 0.9407 1.9450 0.8309
H -0.0523 0.7944 1.7395
H -0.8388 2.0292 0.7549

Results of the Mulliken charge analysis, in e, for atoms 1 through 6: -1.097, 0.295, -0.935, 0.456, -1.548, 0.244


[5]
Here is an isolated molecule of C4HNO at a distorted geometry from the Open Molecules 2025 dataset. Energies are from wB97M-V/def2-TZVPD.

Results
orbital gap: 9.8 eV
lowest unoccupied orbital energy: -1.468 eV
total charge: 0
structure (SMILES): N#CC#CC=O

Geometry (Å):
N -3.0711 -0.7667 0.0501
C -1.9188 -0.7064 -0.1583
C -0.6085 -0.7937 -0.5173
C 0.2771 -0.0568 -0.1083
C 1.4760 0.6178 0.1817
O 1.5329 1.6051 0.8694
H 2.3124 0.1007 -0.3172

Results of the Mulliken charge analysis, in e, for atoms 1 through 6: -0.368, 0.458, -0.157, 0.340, -0.138, -0.395